9
Properties=species:S:1:pos:R:3:lowdin_charge:R:1 method="wB97M-V/def2-TZVPD" e_tot_ev=-26314.6013 homo_ev="-7.9 / -8.3" de_lowest_kcal_mol=108.1
C -0.5152 -0.5518 -0.8787 -0.344
C -0.4811 0.7753 -0.5465 -0.404
C 1.0914 0.7208 1.7253 -0.371
N 0.0813 -1.5462 -0.2799 -0.527
S 0.1898 -3.0892 -0.3548 0.712
S 0.2394 1.7156 0.7525 0.843
H -1.1117 -0.7807 -1.7678 0.116
H -1.0303 1.4519 -1.1838 0.044
H 1.5363 1.3042 2.5336 -0.069

---

9
Properties=species:S:1:pos:R:3:lowdin_charge:R:1 method="wB97M-V/def2-TZVPD" e_tot_ev=-26318.6730 smiles=CC1(C#N)SS1 homo_ev=-9.1 de_lowest_kcal_mol=14.2
C 0.7826 0.3017 -0.7169 -0.145
C -0.4213 0.1146 0.1882 -1.192
C -0.1938 -1.0244 1.2323 -0.248
N 0.2148 -1.7315 2.0392 0.149
S -1.3945 1.5128 0.5635 0.592
S -2.0693 -0.0963 -0.5797 0.553
H 0.6610 1.1426 -1.4728 0.104
H 0.8719 -0.7073 -1.2654 0.115
H 1.5487 0.4877 0.0117 0.072

---

9
Properties=species:S:1:pos:R:3:lowdin_charge:R:1 method="wB97M-V/def2-TZVPD" e_tot_ev=-26318.2410 smiles=CC1(C#N)SS1 homo_ev=-9.1 de_lowest_kcal_mol=24.1
C -0.1304 0.1367 -0.1233 -0.184
C -1.6151 0.3245 0.1706 -1.133
C -2.3581 -0.7380 1.1654 -0.230
N -2.9260 -1.4349 1.8589 0.131
S -2.2468 2.0464 0.3222 0.550
S -2.6078 0.6988 -1.2754 0.559
H 0.1978 0.5303 -1.1806 0.104
H -0.0648 -0.9972 -0.0638 0.091
H 0.6380 0.6581 0.6064 0.113

---

9
Properties=species:S:1:pos:R:3:lowdin_charge:R:1 method="wB97M-V/def2-TZVPD" e_tot_ev=-26313.6480 spin_multiplicity=3 homo_ev="-4.6 / -8.3" de_lowest_kcal_mol=70.7 s2=2.016
C -0.9615 1.0270 -0.7449 0.067
C -4.2392 0.1137 0.0662 -1.458
C 0.5287 -0.3908 0.5719 0.015
N -0.1642 0.2927 -0.2319 -0.054
S -4.8000 -1.3256 -0.0996 0.577
S -3.6716 1.5420 0.2399 0.624
H -1.0175 1.2863 -1.7820 0.068
H 0.2940 -1.4220 0.7646 0.081
H 1.3937 0.0449 1.0387 0.079

---

11
Properties=species:S:1:pos:R:3:lowdin_charge:R:1 method="wB97M-V/def2-TZVPD" e_tot_ev=-18407.6247 spin_multiplicity=2 homo_ev="-6.4 / -6.4" de_lowest_kcal_mol=28.6 s2=0.754
O -1.7062 0.4949 0.1240 -0.019
C -2.2293 0.6456 -0.9879 -0.279
C -1.5362 0.4250 -2.2114 0.120
H -3.2756 0.9964 -1.0528 0.131
H -1.2146 1.2708 -2.8204 0.080
H -1.3296 -0.5948 -2.5448 0.084
Na 0.0779 0.0587 1.4135 0.511
O 3.5488 -0.9041 2.2027 -0.498
C 2.3281 -0.4994 2.0681 -0.708
O 1.8252 0.3708 2.8488 -0.167
Tl 3.5115 -2.2638 0.9601 0.745

---

9
Properties=species:S:1:pos:R:3:lowdin_charge:R:1 method="wB97M-V/def2-TZVPD" e_tot_ev=-10491.3147 spin_multiplicity=4 homo_ev="-6.5 / -10.0" de_lowest_kcal_mol=50.8 s2=3.796
O -1.6345 -0.4266 0.0780 -0.496
Pt -2.3302 -1.8676 -0.2628 0.678
O 0.9850 -0.4737 -2.1276 0.162
C 0.3143 -0.1475 -1.1961 -0.179
C -0.3299 -0.5370 -0.0505 -0.398
C 0.6172 0.6724 0.6803 -0.021
H 0.0938 1.6400 0.6519 0.085
H 1.6919 0.7898 0.4930 0.092
H 0.5924 0.3502 1.7338 0.076

---

9
Properties=species:S:1:pos:R:3:lowdin_charge:R:1 method="wB97M-V/def2-TZVPD" e_tot_ev=-18089.5190 homo_ev=-2.2 de_lowest_kcal_mol=36.3 charge=-1
C 0.3986 0.9499 -0.1051 -0.720
C 0.8634 -0.2628 0.1959 -0.342
C -3.0705 -0.7146 -0.4679 -0.213
O -3.0738 -1.3121 0.5221 -0.103
O 2.2076 -0.6563 0.1969 -0.089
S -1.3109 1.2573 -0.2075 0.294
H 1.0621 1.7631 -0.3869 0.025
H 0.2149 -1.0775 0.4714 0.083
H 2.7087 0.0530 -0.2190 0.065

---

9
Properties=species:S:1:pos:R:3:lowdin_charge:R:1 method="wB97M-V/def2-TZVPD" e_tot_ev=-9292.9222 homo_ev=-15.2 de_lowest_kcal_mol=0.0 charge=+1
C 0.1990 -0.4782 0.8256 0.071
C -1.5180 0.3272 -0.1333 -0.016
C 0.5967 0.0955 -0.3636 -0.286
O -0.5331 0.5931 -0.9344 0.261
O -1.1330 -0.3011 0.9126 0.193
O 1.7095 0.2533 -1.0040 0.227
H 0.7158 -0.9905 1.6150 0.164
H -2.5415 0.6090 -0.3369 0.206
H 2.5045 -0.1084 -0.5809 0.179

---

9
Properties=species:S:1:pos:R:3:lowdin_charge:R:1 method="wB97M-V/def2-TZVPD" e_tot_ev=-9290.1687 homo_ev="-15.4 / -15.4" de_lowest_kcal_mol=63.5 charge=+1
C -2.7303 -0.1026 -0.5128 0.024
C -0.0267 -0.6419 0.2697 -0.093
C 1.1140 0.3203 -0.1852 0.134
O -3.5904 0.4305 -0.0450 0.175
O 2.3366 -0.0814 -0.0110 0.220
O -1.1029 -0.0711 0.3867 -0.012
H 0.1724 -1.7642 0.4238 0.188
H 0.7661 1.3691 -0.1356 0.180
H 3.0612 0.5413 -0.1905 0.184

---

10
Properties=species:S:1:pos:R:3:lowdin_charge:R:1 method="wB97M-V/def2-TZVPD" e_tot_ev=-18588.7659 smiles="C#CPO.O=C=O" homo_ev=-9.2 de_lowest_kcal_mol=48.8
C 0.4232 1.6198 -1.5374 0.060
C -0.1418 0.5957 -1.1428 -0.455
P -1.3812 -0.3905 -0.4766 0.822
O -0.4162 -1.4917 0.3508 -0.414
H 0.9340 2.4462 -2.0548 0.045
H -1.1833 -1.3541 -1.6760 0.005
H -0.6570 -2.3993 0.4352 0.032
O 1.4403 -0.3588 2.6991 0.223
C 0.7871 0.3045 2.0319 -0.453
O 0.1948 1.0284 1.3706 0.135

---

10
Properties=species:S:1:pos:R:3:lowdin_charge:R:1 method="wB97M-V/def2-TZVPD" e_tot_ev=-18589.7518 smiles="C=CP=O.O=C=O" homo_ev=-9.5 de_lowest_kcal_mol=26.0
C -0.2267 1.6832 0.2297 -0.037
C 1.0782 1.3957 0.3772 -0.382
P 1.7679 -0.2627 -0.0514 0.887
O 0.7393 -1.2610 0.3373 -0.502
H -1.1164 0.9539 0.2126 0.092
H -0.4358 2.7321 0.4331 0.049
H 1.8254 2.0834 0.5710 0.003
O -0.9946 -2.9884 -1.6685 0.233
C -1.1816 -2.4628 -0.6919 -0.500
O -1.4558 -1.8733 0.2509 0.158

---

10
Properties=species:S:1:pos:R:3:lowdin_charge:R:1 method="wB97M-V/def2-TZVPD" e_tot_ev=-13985.6114 spin_multiplicity=2 homo_ev="-12.4 / -15.4" de_lowest_kcal_mol=55.8 charge=+1 s2=0.754
O 0.5901 -0.8195 0.3315 -0.197
C 1.0183 1.0571 0.3298 -0.389
O 2.1768 0.9727 0.0721 -0.102
Tl 3.1978 -1.0430 -0.2514 1.158
O -0.0174 1.6580 0.0612 0.145
C -0.6625 -1.0182 0.0301 -0.099
H -0.9813 -1.9647 -0.4188 0.147
H -1.9672 0.4157 -0.9905 0.114
C -1.4472 0.2059 -0.0502 0.105
H -1.9073 0.5359 0.8862 0.117